No. 1
Computed, not measured: a cluster of 10 separate species, C34H55NO16 in total at a distorted geometry, with ωB97M-V with the def2-TZVPD basis set.

Properties
SMILES ... c1cc[nH]c1.O=C1CCCO1.O=C1CCCO1.O=C1CCCO1.O=C1CCCO1.O=C1CCCO1.O=C1CCCO1.O=C1CCCO1.CO.CO
DFT total energy ... -2587.0968 hartree
HOMO energy ... -8.059 eV
Charge ... 0

Atoms and positions in Å:
C: -13.008 -2.741 -12.920
C: -11.896 -2.185 -12.196
C: -11.472 -1.069 -12.933
N: -12.220 -1.028 -14.062
C: -13.175 -1.993 -14.100
H: -13.517 -3.660 -12.677
H: -11.541 -2.416 -11.204
H: -10.790 -0.257 -12.736
H: -12.201 -0.217 -14.661
H: -13.909 -2.120 -14.880
O: -9.458 0.759 -20.042
C: -9.236 1.836 -20.547
C: -7.993 2.717 -20.659
C: -8.373 3.675 -21.771
C: -9.898 3.782 -21.607
O: -10.297 2.466 -21.211
H: -8.039 3.200 -19.680
H: -7.091 2.115 -20.740
H: -7.882 4.646 -21.690
H: -8.034 3.312 -22.742
H: -10.208 4.581 -20.936
H: -10.273 4.098 -22.581
O: -15.400 -1.945 -16.916
C: -14.782 -1.950 -17.965
C: -14.075 -0.842 -18.674
C: -14.163 -1.237 -20.118
C: -14.249 -2.743 -20.065
O: -14.883 -2.968 -18.815
H: -14.452 0.149 -18.426
H: -13.044 -0.853 -18.312
H: -15.077 -0.809 -20.528
H: -13.243 -0.965 -20.636
H: -14.932 -3.165 -20.802
H: -13.299 -3.276 -20.067
O: -7.728 5.403 -13.096
C: -8.526 4.542 -13.390
C: -8.249 3.121 -13.749
C: -9.620 2.471 -13.719
C: -10.597 3.512 -13.217
O: -9.865 4.735 -13.366
H: -8.046 3.211 -14.819
H: -7.462 2.579 -13.234
H: -9.880 1.939 -14.633
H: -9.557 1.705 -12.942
H: -11.483 3.428 -13.846
H: -10.925 3.355 -12.190
O: -13.572 5.814 -22.607
C: -13.652 5.508 -21.444
C: -14.893 4.928 -20.682
C: -14.416 5.082 -19.226
C: -12.901 5.160 -19.314
O: -12.636 5.695 -20.599
H: -15.705 5.590 -20.973
H: -15.016 3.879 -20.945
H: -14.746 6.041 -18.820
H: -14.807 4.394 -18.478
H: -12.391 5.727 -18.537
H: -12.460 4.166 -19.210
O: -12.254 -3.518 -17.772
C: -11.101 -3.164 -17.617
C: -10.317 -3.007 -16.375
C: -9.041 -2.373 -16.950
C: -9.239 -2.158 -18.431
O: -10.437 -2.880 -18.734
H: -10.892 -2.279 -15.803
H: -10.144 -3.905 -15.787
H: -8.809 -1.416 -16.480
H: -8.119 -2.929 -16.775
H: -9.428 -1.110 -18.643
H: -8.327 -2.513 -18.910
O: -9.899 4.665 -18.598
C: -9.001 5.247 -18.013
C: -7.867 5.956 -18.664
C: -7.569 6.991 -17.594
C: -7.801 6.151 -16.330
O: -8.961 5.371 -16.630
H: -7.107 5.171 -18.716
H: -8.067 6.278 -19.683
H: -6.546 7.358 -17.493
H: -8.162 7.891 -17.756
H: -6.864 5.614 -16.172
H: -7.924 6.847 -15.502
O: -5.782 1.325 -14.244
C: -5.922 1.476 -15.419
C: -6.538 0.547 -16.417
C: -6.767 1.403 -17.675
C: -5.860 2.587 -17.479
O: -5.762 2.732 -16.038
H: -6.118 -0.367 -16.837
H: -7.497 0.137 -16.098
H: -6.585 0.823 -18.580
H: -7.761 1.824 -17.843
H: -4.923 2.462 -18.025
H: -6.216 3.577 -17.762
C: -11.391 1.815 -17.310
O: -10.455 0.752 -17.418
H: -12.335 1.344 -17.028
H: -11.069 2.391 -16.439
H: -11.440 2.413 -18.218
H: -10.046 0.863 -18.286
C: -13.846 4.860 -15.656
O: -13.828 6.263 -15.753
H: -12.920 4.423 -16.040
H: -13.818 4.563 -14.605
H: -14.733 4.503 -16.177
H: -12.975 6.608 -16.023

Cartesian forces (eV/Å) of the 3 atoms listed first:
0.834 0.448 -0.820
-0.412 1.357 -0.883
-0.347 -1.196 0.892


No. 2
Computed, not measured: a structure of composition C2H6CsO at a distorted geometry, with ωB97M-V with the def2-TZVPD basis set.

Properties
DFT total energy ... -174.7486 hartree
HOMO energy ... -14.217 eV
Charge ... +1

Atoms and positions in Å:
Cs: -1.071 2.118 1.130
C: 0.197 0.562 0.273
C: 0.471 -0.826 -0.406
O: -0.685 -1.588 -0.175
H: -0.641 1.079 -0.196
H: 1.061 1.223 0.206
H: 0.084 0.354 1.337
H: 1.328 -1.383 -0.027
H: 0.515 -0.523 -1.452
H: -1.259 -1.017 -0.690

Cartesian forces (eV/Å) of the 3 atoms listed first:
-7.978 12.102 8.367
5.465 -6.975 -3.272
0.224 1.565 0.379


No. 3
Computed, not measured: a cluster of 2 separate species, C30H32ClN4O5 in total at a distorted geometry, with ωB97M-V with the def2-TZVPD basis set.

Properties
DFT total energy ... -2217.8952 hartree
HOMO energy ... -2.700 eV
Charge ... -1

Atoms and positions in Å:
C: 1.231 3.104 2.259
N: 1.272 1.892 3.057
C: 0.840 2.026 4.380
O: 0.465 3.106 4.825
N: 0.824 0.876 5.174
C: 0.298 1.066 6.509
C: 1.240 -0.388 4.738
O: 1.130 -1.379 5.459
C: 1.818 -0.467 3.381
C: 2.403 -1.637 3.013
C: 2.803 -2.019 1.666
C: 3.863 -1.372 1.019
C: 4.135 -1.561 -0.321
C: 3.403 -2.537 -1.054
N: 3.703 -2.770 -2.374
C: 4.951 -2.293 -2.936
C: 5.227 -0.869 -2.505
C: 5.194 -0.734 -0.976
C: 3.294 -3.996 -3.022
C: 1.880 -4.386 -2.649
C: 1.632 -4.346 -1.128
C: 2.377 -3.270 -0.393
C: 2.105 -3.007 0.942
C: 1.652 0.679 2.463
O: 1.841 0.634 1.251
H: 1.569 2.873 1.252
H: 0.211 3.497 2.231
H: 1.880 3.853 2.720
H: 0.263 0.116 7.035
H: 0.933 1.773 7.050
H: -0.704 1.495 6.435
H: 2.469 -2.382 3.796
H: 4.426 -0.616 1.560
H: 5.771 -2.983 -2.653
H: 4.848 -2.346 -4.026
H: 6.208 -0.574 -2.892
H: 4.474 -0.207 -2.959
H: 5.044 0.326 -0.716
H: 6.176 -1.016 -0.556
H: 3.360 -3.827 -4.103
H: 4.014 -4.798 -2.771
H: 1.176 -3.711 -3.155
H: 1.700 -5.400 -3.024
H: 0.551 -4.226 -0.956
H: 1.908 -5.323 -0.688
H: 1.288 -3.537 1.432
C: 8.009 -3.179 0.930
C: 7.293 -3.299 2.265
O: 6.705 -1.986 2.518
C: 6.140 -1.790 3.736
C: 5.712 -0.366 3.885
N: 5.700 0.138 5.071
C: 5.529 1.302 5.611
C: 5.396 1.444 7.059
C: 4.798 2.590 7.643
C: 4.502 2.617 9.008
C: 4.866 1.537 9.829
Cl: 4.514 1.584 11.509
C: 5.560 0.442 9.284
C: 5.789 0.378 7.901
O: 5.980 -2.662 4.572
H: 8.157 -4.157 0.455
H: 7.428 -2.549 0.240
H: 9.006 -2.734 1.058
H: 6.471 -4.036 2.227
H: 7.983 -3.577 3.082
H: 5.507 0.209 2.958
H: 5.460 2.232 5.013
H: 4.525 3.433 7.001
H: 4.002 3.471 9.452
H: 5.918 -0.337 9.952
H: 6.261 -0.501 7.451

Cartesian forces (eV/Å) of the 3 atoms listed first:
-0.031 0.330 -0.058
-0.174 -0.438 0.586
0.004 0.313 0.221


No. 4
Computed, not measured: a structure of composition C8H10F6N2O4PtS2Se, with ωB97M-V with the def2-TZVPD basis set.

Properties
DFT total energy ... -4637.5403 hartree
HOMO energy ... -9.414 eV
Charge ... 0

Atoms and positions in Å:
Pt: -1.520 -0.599 -0.184
F: 1.733 1.493 2.806
C: 1.091 1.920 3.894
F: 1.541 1.255 4.952
F: 1.327 3.215 4.054
S: -0.719 1.603 3.727
O: -0.851 0.206 3.449
O: -1.331 2.207 4.856
N: -1.025 2.503 2.406
S: -1.266 1.854 1.056
O: -0.185 1.008 0.484
O: -2.530 1.124 0.839
C: -1.340 3.336 -0.037
F: -0.196 3.997 0.027
F: -1.534 2.905 -1.280
F: -2.340 4.119 0.324
C: 1.961 -1.489 -0.485
C: 0.894 -1.556 -1.621
C: 1.216 -2.736 -2.548
C: 0.857 -0.241 -2.398
C: -0.328 -1.840 -0.849
H: 2.928 -1.351 -0.970
H: 1.998 -2.412 0.095
H: 1.779 -0.650 0.186
H: 2.180 -2.558 -3.025
H: 0.455 -2.848 -3.319
H: 1.276 -3.672 -1.990
H: 1.804 -0.107 -2.923
H: 0.710 0.615 -1.741
H: 0.057 -0.258 -3.138
H: -0.439 -2.891 -0.571
Se: -3.353 -2.032 -0.700
C: -2.651 -2.821 -2.214
N: -2.200 -3.298 -3.162

Cartesian forces (eV/Å) of the 3 atoms listed first:
-0.010 0.204 -0.018
-0.001 0.001 0.002
0.002 -0.003 -0.001


No. 5
Computed, not measured: a cluster of 14 separate species, C5H41N2O14 in total at a distorted geometry, with ωB97M-V with the def2-TZVPD basis set.

Properties
Multiplicity ... 2
DFT total energy ... -1377.6297 hartree
HOMO energy (alpha / beta) ... -2.702 / -9.767 eV
Charge ... 0

Atoms and positions in Å:
N: -1.625 1.498 -1.544
C: -0.920 1.303 -0.178
C: 0.521 0.925 -0.207
C: 1.241 0.574 -1.507
O: 1.217 2.017 0.312
C: -1.697 0.227 0.676
N: -1.680 0.943 1.976
C: -2.473 0.179 2.961
H: -1.795 0.576 -1.938
H: -0.893 2.119 -2.080
H: -2.528 1.855 -1.670
H: -1.010 2.301 0.460
H: 0.730 0.022 0.448
H: 1.171 -0.620 -1.601
H: 2.289 0.877 -1.320
H: 1.049 0.957 -2.462
H: 0.902 2.883 0.027
H: -1.158 -0.812 0.579
H: -2.643 0.127 0.076
H: -0.676 0.987 2.284
H: -3.508 0.586 2.889
H: -2.676 -0.779 2.598
H: -1.932 0.054 3.886
H: 1.108 2.875 3.409
H: -0.141 2.961 4.220
O: 0.615 3.495 3.846
H: 0.587 5.037 -0.812
H: -0.471 4.462 0.136
O: 0.249 4.206 -0.516
H: -5.073 2.146 0.990
H: -3.771 2.275 1.701
O: -4.288 2.662 0.950
H: 3.637 -0.500 0.915
H: 3.162 0.889 0.285
O: 3.740 0.485 1.090
H: -0.414 1.704 -4.421
H: -0.532 3.242 -3.886
O: -0.408 2.375 -3.684
H: 0.137 -4.401 2.843
H: 1.277 -4.228 3.793
O: 0.985 -4.280 2.921
H: -1.474 -0.868 -3.195
H: -2.496 -2.055 -3.046
O: -2.113 -1.306 -2.631
H: 3.784 -1.552 -1.493
H: 0.418 -2.384 -4.391
O: 0.499 -1.426 -4.311
H: 0.249 -3.300 0.994
H: 1.252 -4.448 1.383
O: 1.036 -3.780 0.637
H: 4.728 -2.647 -1.735
H: -0.509 -4.159 -2.789
O: 4.566 -1.976 -1.252
H: 1.380 -1.174 -4.461
H: -0.135 -2.857 -2.095
O: -0.960 -3.327 -2.367
H: -2.013 -3.791 0.405
H: -1.381 -2.943 -0.555
O: -1.768 -2.840 0.362
H: 2.550 0.055 2.543
H: 3.331 -0.167 3.673
O: 2.452 -0.260 3.383

Cartesian forces (eV/Å) of the 3 atoms listed first:
4.435 -0.013 0.845
-3.071 0.322 1.451
1.519 0.478 -1.018


No. 6
Computed, not measured: the molecule C3H8N2O at a distorted geometry, with ωB97M-V with the def2-TZVPD basis set.

Properties
DFT total energy ... -303.5930 hartree
HOMO energy ... -7.819 eV
Charge ... 0

Atoms and positions in Å:
N: -0.845 0.047 1.605
C: -0.279 -0.530 0.401
C: -1.310 -1.183 -0.482
C: 0.533 0.611 -0.214
N: 1.763 0.847 0.390
O: 0.407 0.387 -1.666
H: -0.730 -0.646 2.328
H: -1.911 0.051 1.212
H: 0.615 -1.193 0.732
H: -0.900 -1.774 -1.186
H: -2.308 -1.306 -0.043
H: -0.467 -0.147 -1.681
H: 2.514 0.849 -0.226
H: -0.163 1.421 -0.009

Cartesian forces (eV/Å) of the 3 atoms listed first:
-3.593 -0.077 -1.592
-1.559 -5.071 2.231
1.533 2.389 4.492


Summary of energy relative to the best compared isomer or geometry (same formula, charge and spin) in kJ/mol
168.5 606.3 19.2 49.2 298.4 785.4
(order as listed above)